(1)
{"formula": "C6H14", "method": "ωB97M-V with the def2-TZVPD basis set", "symbols": ["C", "C", "C", "C", "C", "C", "H", "H", "H", "H", "H", "H", "H", "H", "H", "H", "H", "H", "H", "H"], "positions_angstrom": [[2.673, 0.585, -0.778], [1.173, 0.529, -0.946], [0.495, 0.217, 0.468], [-0.949, -0.557, 0.559], [-1.887, 0.196, 1.602], [-1.543, -1.001, -0.783], [3.009, 0.920, 0.235], [3.068, -0.365, -1.078], [3.141, 1.221, -1.519], [0.775, -0.147, -1.821], [0.924, 1.464, -1.327], [0.584, 1.215, 1.025], [1.183, -0.605, 0.978], [-0.796, -1.462, 1.246], [-1.554, 0.453, 2.579], [-2.786, -0.568, 1.725], [-2.424, 1.172, 1.228], [-1.269, -1.942, -1.229], [-2.626, -1.171, -0.718], [-1.192, -0.154, -1.445]], "atomic_forces_ev_per_a": [[0.54, -0.13, -0.21], [-1.38, -2.16, 0.18], [0.88, -1.73, -0.09], [1.28, 0.09, 3.06], [-4.02, -0.32, -2.98], [-0.16, 1.96, 0.06], [-0.32, -0.48, -0.80], [0.57, -0.86, 0.67], [-0.05, 0.62, -0.07], [1.23, 0.66, 1.82], [-1.15, 1.97, -0.20], [-0.53, -1.65, -0.33], [-0.93, 2.12, -0.87], [0.42, 0.78, -1.37], [1.04, -0.25, 0.60], [1.58, 1.62, 0.07], [1.16, -1.67, 0.26], [1.16, -0.34, 0.22], [0.01, 0.90, -0.03], [-1.33, -1.12, 0.01]], "orbital_gap_ev": 11.3, "homo_ev": -10.17, "smiles": "CCCC(C)C", "de_lowest_ev": 2.232}

(2)
{"formula": "C6H14", "method": "ωB97M-V with the def2-TZVPD basis set", "symbols": ["C", "C", "C", "C", "C", "C", "H", "H", "H", "H", "H", "H", "H", "H", "H", "H", "H", "H", "H", "H"], "positions_angstrom": [[-1.731, 2.148, -0.637], [-0.413, 1.378, -0.525], [-0.580, 0.026, 0.186], [0.721, -0.720, 0.516], [0.523, -1.969, 1.336], [1.553, -0.983, -0.750], [-2.471, 1.582, -1.215], [-1.594, 3.116, -1.134], [-2.161, 2.340, 0.353], [0.002, 1.236, -1.532], [0.319, 1.985, 0.028], [-1.251, -0.611, -0.411], [-1.075, 0.201, 1.149], [1.317, -0.006, 1.125], [1.499, -2.432, 1.525], [0.062, -1.697, 2.285], [-0.098, -2.702, 0.810], [2.343, -1.750, -0.658], [1.046, -1.129, -1.715], [1.989, -0.013, -0.734]], "atomic_forces_ev_per_a": [[-0.02, -0.01, 0.01], [0.08, -0.06, 0.03], [-0.09, -0.02, 0.17], [-0.09, -0.10, -0.36], [-0.07, -0.11, 0.14], [0.19, 0.23, 0.19], [0.11, 0.06, 0.09], [0.01, -0.18, 0.08], [0.07, -0.04, -0.13], [-0.03, -0.04, 0.19], [-0.09, -0.08, -0.07], [0.14, 0.00, 0.12], [-0.18, 0.04, -0.11], [-0.21, -0.43, -0.14], [-0.25, 0.03, 0.10], [-0.10, -0.30, 0.14], [-0.02, 0.07, 0.11], [-0.39, 0.35, 0.22], [-0.27, -0.05, 0.54], [1.22, 0.63, -1.31]], "orbital_gap_ev": 11.9, "homo_ev": -10.67, "smiles": "CCCC(C)C", "de_lowest_ev": 0.458}

(3)
{"formula": "C6H14", "method": "ωB97M-V with the def2-TZVPD basis set", "symbols": ["C", "C", "C", "C", "C", "C", "H", "H", "H", "H", "H", "H", "H", "H", "H", "H", "H", "H", "H", "H"], "positions_angstrom": [[2.522, -0.278, -0.303], [1.144, -0.816, 0.065], [-1.995, 0.548, -0.039], [0.332, -1.195, -1.171], [-2.041, -0.027, 1.325], [-1.205, 1.801, -0.105], [2.423, 0.634, -0.904], [3.085, -1.004, -0.901], [3.115, -0.035, 0.585], [1.238, -1.687, 0.725], [0.616, -0.052, 0.647], [0.793, -2.047, -1.682], [-0.703, -1.463, -0.930], [0.292, -0.362, -1.881], [-2.072, -1.123, 1.299], [-3.046, 0.266, 1.675], [-1.304, 0.322, 2.068], [-0.685, 1.901, -1.066], [-0.522, 2.037, 0.731], [-1.987, 2.580, -0.139]], "atomic_forces_ev_per_a": [[0.09, 0.02, -0.02], [-0.04, 0.01, 0.07], [0.10, 0.24, 0.33], [0.00, -0.01, -0.04], [0.07, -0.02, -0.06], [0.03, -0.07, -0.03], [0.04, -0.10, 0.07], [-0.06, 0.08, 0.09], [-0.07, -0.04, -0.13], [0.02, 0.10, -0.08], [0.07, -0.13, -0.07], [-0.06, 0.11, 0.03], [0.16, 0.01, -0.04], [0.00, -0.12, 0.08], [-0.06, 0.16, 0.01], [0.04, -0.02, -0.06], [-0.08, 0.00, -0.16], [-0.14, 0.00, 0.13], [-0.14, -0.10, -0.10], [0.03, -0.09, -0.02]], "orbital_gap_ev": 8.6, "homo_ev": -8.19, "de_lowest_ev": 3.948}

(4)
{"formula": "C6H14", "method": "ωB97M-V with the def2-TZVPD basis set", "symbols": ["C", "C", "C", "C", "C", "C", "H", "H", "H", "H", "H", "H", "H", "H", "H", "H", "H", "H", "H", "H"], "positions_angstrom": [[-1.298, 1.317, 1.610], [-0.559, -0.027, 1.652], [-0.504, -0.747, 0.283], [0.423, -0.100, -0.733], [-0.035, -0.315, -2.193], [1.928, -0.359, -0.576], [-1.387, 1.624, 2.651], [-2.271, 1.123, 1.137], [-0.852, 2.072, 0.975], [0.491, 0.182, 1.892], [-0.983, -0.704, 2.386], [-0.230, -1.796, 0.438], [-1.530, -0.750, -0.104], [0.389, 0.971, -0.472], [-1.038, 0.107, -2.286], [0.713, 0.084, -2.867], [-0.232, -1.382, -2.326], [2.275, -0.431, 0.460], [2.478, 0.474, -1.010], [2.222, -1.344, -0.919]], "atomic_forces_ev_per_a": [[-0.53, -1.26, -0.11], [1.15, 0.31, -1.39], [-0.42, -0.33, 0.45], [0.47, 1.16, 0.18], [-0.48, -0.31, 1.60], [-0.20, -0.60, 0.93], [-0.32, 0.57, -0.21], [-0.14, 0.23, 0.53], [0.48, 0.14, 0.20], [-0.10, -0.19, 0.51], [-0.08, 0.08, 0.24], [0.02, -0.04, -0.04], [0.07, -0.09, -0.17], [-0.42, 0.01, -0.54], [0.22, 0.48, -0.42], [-0.24, -0.03, -0.42], [0.55, -0.12, -0.32], [-0.42, 0.44, 0.23], [0.22, -0.37, -0.39], [0.16, -0.08, -0.85]], "orbital_gap_ev": 11.9, "homo_ev": -10.74, "smiles": "CCCC(C)C", "de_lowest_ev": 0.521}

So what do the calculations give for calculated total energy? Going down the list: -6447.177; -6448.951; -6445.461; -6448.887 eV.